1.
The following is a quantum chemistry calculation of a 2-piece molecular cluster, C5H12N2O overall at a distorted geometry, from the Open Molecules 2025 dataset.

Last column: natural (NBO) charge in e.
Atoms and positions in Å:
C1 -2.21 -0.81 -1.92  -0.403
C2 -0.96 -0.34 -1.92  -0.188
C3 -0.64 0.87 -1.19  -0.660
C4 2.57 0.18 1.42  -0.664
C5 1.21 -0.58 1.50  0.420
N1 -0.91 -0.68 2.59  -0.701
N2 0.32 -0.23 2.35  -0.264
O1 0.94 -1.51 0.47  -0.669
H1 -2.63 -1.55 -2.61  0.194
H2 -3.08 -0.62 -1.12  0.194
H3 -1.15 1.78 -1.63  0.218
H4 0.38 1.18 -1.22  0.207
H5 -0.96 0.80 -0.15  0.229
H6 3.15 -0.49 0.89  0.231
H7 2.88 0.39 2.48  0.225
H8 2.61 1.10 0.76  0.224
H9 -1.12 -1.51 2.14  0.297
H10 -0.19 -0.72 -2.61  0.204
H11 0.47 0.58 3.06  0.422
H12 0.45 -2.21 1.00  0.482

The value obtained for the HOMO energy is -7.43 eV. The value obtained for the HOMO-LUMO gap is 8.0 eV.


2.
The following is a quantum chemistry calculation of a 10-piece molecular cluster, C28H76O12 overall at a distorted geometry, from the Open Molecules 2025 dataset.

Last column: Löwdin charge in e.
Atoms and positions in Å:
C1 3.66 4.56 0.21  -0.011
C2 2.18 3.82 0.09  -0.530
C3 1.98 3.25 -1.28  -0.072
O1 2.09 2.82 1.01  -0.089
H1 3.55 5.64 -0.18  0.111
H2 4.28 3.79 -0.15  0.034
H3 3.86 4.58 1.26  0.053
H4 1.65 4.72 0.09  0.091
H5 2.46 2.29 -1.25  0.045
H6 2.35 3.93 -2.14  0.121
H7 0.93 2.81 -1.53  0.098
H8 1.13 2.38 0.85  0.157
C4 -4.47 -0.02 -1.82  -0.055
C5 -3.59 -0.15 -3.09  -0.378
C6 -4.37 0.50 -4.39  -0.005
O2 -2.30 0.38 -3.04  -0.027
H9 -4.72 1.03 -1.33  0.128
H10 -4.13 -0.63 -0.96  0.051
H11 -5.32 -0.49 -2.16  0.030
H12 -3.54 -1.23 -3.52  0.157
H13 -5.16 -0.18 -4.66  0.081
H14 -3.76 0.70 -5.19  0.054
H15 -4.66 1.39 -4.39  -0.022
H16 -1.77 -0.09 -2.50  -0.004
C7 -1.78 4.29 -1.96  -0.066
C8 -2.29 3.78 -3.30  -0.423
C9 -2.58 4.99 -4.21  -0.028
O3 -1.22 2.90 -3.83  -0.075
H17 -0.86 4.89 -2.09  0.093
H18 -1.76 3.48 -1.09  0.104
H19 -2.69 4.79 -1.65  0.064
H20 -3.12 3.24 -3.23  0.079
H21 -3.38 5.48 -3.78  0.044
H22 -3.19 4.87 -5.17  0.122
H23 -1.92 5.66 -4.09  0.001
H24 -1.48 2.02 -3.58  0.019
C10 1.53 -6.41 2.52  -0.025
C11 1.84 -5.53 1.24  -0.409
C12 1.81 -4.03 1.44  -0.056
O4 2.98 -6.12 0.59  -0.016
H25 0.78 -5.97 2.98  0.011
H26 2.18 -6.63 3.28  0.061
H27 1.12 -7.35 2.27  0.068
H28 0.96 -5.70 0.38  0.164
H29 2.02 -3.32 0.60  0.076
H30 2.51 -4.01 2.14  0.021
H31 0.80 -3.53 1.78  0.107
H32 2.96 -6.91 0.23  -0.001
C13 -3.06 -5.47 -1.06  -0.040
C14 -3.16 -4.36 0.09  -0.428
C15 -1.78 -4.19 0.76  -0.061
O5 -3.52 -3.15 -0.54  -0.090
H33 -2.36 -5.14 -1.85  0.095
H34 -3.95 -5.81 -1.53  0.060
H35 -2.66 -6.33 -0.66  0.035
H36 -4.06 -4.67 0.90  0.184
H37 -1.89 -3.38 1.49  0.088
H38 -1.07 -3.96 0.00  0.065
H39 -1.37 -5.06 1.10  0.041
H40 -4.26 -3.36 -1.12  0.103
C16 -2.15 5.30 4.20  -0.031
C17 -3.24 5.24 3.12  -0.434
C18 -2.76 4.24 1.92  -0.011
O6 -4.49 4.75 3.57  -0.114
H41 -2.59 5.86 5.00  0.070
H42 -1.35 5.85 3.99  0.028
H43 -1.88 4.37 4.67  0.074
H44 -3.54 6.04 2.81  0.028
H45 -1.73 4.64 1.52  0.110
H46 -3.51 4.26 1.19  0.035
H47 -2.44 3.28 2.31  0.053
H48 -4.96 5.49 4.25  0.192
C19 6.26 0.08 0.86  -0.060
C20 4.91 0.57 0.50  -0.532
C21 3.78 -0.48 0.62  -0.056
O7 4.70 1.68 1.35  -0.049
H49 6.93 0.84 0.87  0.050
H50 6.50 -0.63 0.06  0.098
H51 6.49 -0.35 1.78  0.062
H52 4.87 0.82 -0.56  0.126
H53 3.66 -0.90 1.61  0.041
H54 3.89 -1.46 -0.14  0.124
H55 2.65 0.19 0.41  0.134
H56 3.76 1.89 1.24  0.035
C22 1.89 -2.68 -2.76  -0.044
C23 3.23 -2.86 -3.55  -0.423
C24 3.90 -4.24 -3.68  -0.040
O8 3.04 -2.15 -4.81  -0.101
H57 2.00 -2.99 -1.80  0.005
H58 1.26 -3.35 -3.28  0.067
H59 1.41 -1.65 -2.60  0.108
H60 4.04 -2.22 -2.97  0.144
H61 3.25 -4.86 -4.20  0.057
H62 3.91 -4.68 -2.72  0.060
H63 4.84 -4.47 -4.06  0.059
H64 3.42 -1.23 -4.81  0.107
O9 -1.09 -1.42 -0.86  -0.110
C25 -0.40 -0.76 0.19  -0.262
C26 -1.30 0.23 0.95  -0.272
O10 -0.57 1.07 1.79  -0.093
H65 -1.86 -1.81 -0.42  0.038
H66 0.02 -1.61 0.94  0.136
H67 0.45 -0.22 -0.37  0.124
H68 -2.23 -0.36 1.44  0.157
H69 -1.86 0.82 -0.03  0.171
H70 -0.46 0.59 2.63  0.024
O11 1.96 1.16 5.82  -0.144
C27 1.27 0.20 4.85  -0.200
C28 -0.20 0.45 4.95  -0.262
O12 -0.73 -0.48 4.02  -0.177
H71 2.03 2.01 5.29  0.097
H72 1.80 0.41 3.71  0.185
H73 1.68 -0.79 5.20  0.128
H74 -0.64 1.47 4.55  0.147
H75 -0.84 0.14 6.01  0.193
H76 -1.36 -1.14 4.47  0.143

The value obtained for the HOMO energy is -9.35 eV. The value obtained for the HOMO-LUMO gap is 9.4 eV. Its SMILES is CC(C)O.CC(C)O.CC(C)O.CC(C)O.CC(C)O.CC(C)O.CC(C)O.CC(C)O.OCCO.OCCO.


3.
The following is a quantum chemistry calculation of the molecule C3H8N2 at a distorted geometry, from the Open Molecules 2025 dataset.

Last column: natural (NBO) charge in e.
Atoms and positions in Å:
C1 -0.74 2.08 0.67  -0.648
C2 -0.26 0.76 0.00  -0.022
N1 0.53 0.07 0.74  -0.226
N2 0.95 -1.13 0.25  -0.454
C3 0.36 -1.90 -0.82  -0.434
H1 -1.15 1.83 1.70  0.219
H2 0.04 2.77 0.85  0.215
H3 -1.41 2.63 0.12  0.206
H4 -0.48 0.64 -1.19  0.168
H5 1.70 -1.53 0.86  0.382
H6 0.67 -2.92 -0.67  0.215
H7 0.53 -1.49 -1.88  0.185
H8 -0.74 -1.83 -0.63  0.194

The value obtained for the HOMO energy is -8.01 eV. The value obtained for the HOMO-LUMO gap is 9.2 eV. Its SMILES is C/C=N/NC.


4.
The following is a quantum chemistry calculation of the molecule C4H4Cl2O at a distorted geometry, from the Open Molecules 2025 dataset.

Last column: natural (NBO) charge in e.
Atoms and positions in Å:
Cl1 1.71 2.17 0.87  -0.001
C1 0.72 1.72 -0.52  -0.187
C2 -0.05 0.67 -0.69  -0.182
Cl2 -0.72 0.10 -2.05  0.102
C3 -0.51 -0.23 0.41  0.022
C4 -0.26 -1.78 0.47  -0.105
O1 0.43 -0.83 1.35  -0.478
H1 0.95 2.62 -1.18  0.241
H2 -1.47 0.13 0.85  0.203
H3 -1.06 -2.42 0.89  0.194
H4 0.28 -2.15 -0.39  0.190

The value obtained for the HOMO energy is -9.44 eV. The value obtained for the HOMO-LUMO gap is 10.2 eV. Its SMILES is Cl/C=C(/Cl)[C@H]1CO1.


5.
The following is a quantum chemistry calculation of the molecule C4H4O3S, from the Open Molecules 2025 dataset.

Last column: natural (NBO) charge in e.
Atoms and positions in Å:
O1 1.39 -1.40 -1.20  -0.471
C1 1.50 -0.43 -0.50  0.412
C2 0.46 -0.04 0.56  -0.024
C3 -0.30 1.23 0.14  -0.562
S1 -1.64 0.60 -0.89  0.206
C4 -1.55 -1.02 -0.11  0.647
O2 -2.33 -1.89 -0.25  -0.532
O3 -0.48 -1.09 0.73  -0.481
H1 2.35 0.29 -0.58  0.112
H2 0.96 0.07 1.51  0.222
H3 -0.67 1.77 1.03  0.233
H4 0.33 1.91 -0.43  0.238

The value obtained for the HOMO energy is -9.99 eV. The value obtained for the HOMO-LUMO gap is 10.3 eV. Its SMILES is O=C[C@H]1CSC(=O)O1.


6.
The following is a quantum chemistry calculation of the molecule C18H17N3O4 at a distorted geometry, from the Open Molecules 2025 dataset.

Last column: natural (NBO) charge in e.
Atoms and positions in Å:
C1 -5.59 0.09 0.24  -0.627
C2 -4.05 0.40 -0.08  -0.008
C3 -3.40 1.46 0.67  -0.230
C4 -2.17 1.64 0.45  -0.192
C5 -1.47 0.85 -0.67  -0.027
C6 0.00 1.35 -0.66  -0.225
C7 0.64 0.88 -1.95  -0.280
N1 2.00 1.17 -2.06  0.522
O1 2.36 2.15 -2.64  -0.295
O2 2.77 0.49 -1.22  -0.476
C8 0.66 1.22 0.60  -0.219
C9 0.95 -0.12 0.94  0.361
C10 0.75 -1.45 0.52  -0.195
C11 -0.71 -1.91 0.86  -0.079
C12 -1.13 -3.22 0.26  -0.221
C13 -0.27 -4.00 -0.03  -0.225
C14 1.15 -3.59 -0.30  -0.172
C15 1.51 -2.38 0.19  0.239
O3 2.87 -1.93 -0.43  -0.704
N2 1.97 -0.27 1.97  -0.480
N3 2.03 1.35 2.44  -0.476
C16 1.36 1.99 1.30  0.598
O4 1.29 3.18 1.49  -0.596
C17 -2.19 -0.02 -1.24  -0.196
C18 -3.56 -0.36 -0.90  -0.240
H1 -6.05 -0.68 -0.27  0.211
H2 -5.76 -0.11 1.38  0.213
H3 -6.41 0.99 0.04  0.210
H4 -4.12 1.93 1.49  0.226
H5 -1.74 2.45 1.35  0.251
H6 0.06 2.50 -0.91  0.255
H7 0.10 1.05 -2.80  0.232
H8 0.65 -0.12 -1.78  0.226
H9 -1.35 -1.31 1.26  0.183
H10 -2.19 -3.55 0.59  0.224
H11 -0.42 -4.93 -0.52  0.214
H12 1.90 -4.56 -0.78  0.258
H13 3.08 -1.11 -0.18  0.473
H14 1.96 -0.82 2.92  0.427
H15 2.83 1.44 2.99  0.402
H16 -1.67 -0.43 -2.17  0.202
H17 -3.97 -0.96 -1.81  0.234

The value obtained for the HOMO energy is -8.82 eV. The value obtained for the HOMO-LUMO gap is 8.2 eV. Its SMILES is Cc1ccc([C@H](C[N+](=O)[O-])c2c(-c3ccccc3O)[nH][nH]c2=O)cc1.


7.
The following is a quantum chemistry calculation of C20H17CoI4N4OS as an isolated structure, from the Open Molecules 2025 dataset.

Last column: natural (NBO) charge in e.
Atoms and positions in Å:
Co1 0.31 0.07 0.10  1.099
I1 3.04 -5.78 3.74  0.320
C1 2.05 -4.51 2.46  -0.094
C2 1.97 -4.83 1.10  -0.282
C3 1.38 -3.94 0.24  -0.178
I2 1.26 -4.35 -1.77  0.296
C4 0.86 -2.68 0.72  0.504
O1 0.40 -1.84 -0.10  -0.657
C5 0.83 -2.46 2.15  -0.082
C6 -0.02 -1.35 2.70  -0.244
N1 0.23 -0.03 2.09  -0.634
C7 -0.73 0.99 2.53  -0.261
C8 -0.52 2.23 1.70  0.213
C9 -0.69 3.51 2.18  -0.230
C10 -0.48 4.58 1.31  -0.117
C11 -0.08 4.32 0.01  -0.237
C12 0.09 3.00 -0.39  0.093
N2 -0.13 1.98 0.44  -0.502
C13 1.45 -3.34 2.98  -0.201
H1 2.40 -5.75 0.74  0.255
H2 0.12 -1.29 3.78  0.216
H3 -1.07 -1.59 2.51  0.222
H4 1.18 0.28 2.34  0.431
H5 -0.65 1.20 3.60  0.222
H6 -1.74 0.60 2.35  0.224
H7 -0.99 3.68 3.20  0.238
H8 -0.61 5.59 1.65  0.240
H9 0.11 5.12 -0.69  0.245
H10 0.42 2.75 -1.38  0.228
H11 1.46 -3.18 4.05  0.238
I3 3.01 0.89 0.45  -0.446
I4 4.37 -1.98 0.22  -0.300
N3 2.14 -0.54 -2.63  -0.777
C14 0.90 -0.11 -2.81  0.327
N4 0.05 0.19 -1.84  -0.636
C15 -1.20 0.55 -2.36  0.196
C16 -2.34 0.84 -1.63  -0.267
C17 -3.50 1.18 -2.30  -0.180
C18 -3.54 1.22 -3.69  -0.211
C19 -2.41 0.92 -4.44  -0.196
C20 -1.25 0.58 -3.76  -0.235
S1 0.28 0.10 -4.42  0.401
H12 2.54 -0.65 -1.70  0.441
H13 2.73 -0.77 -3.41  0.419
H14 -2.33 0.80 -0.55  0.206
H15 -4.40 1.40 -1.74  0.224
H16 -4.46 1.49 -4.20  0.231
H17 -2.44 0.93 -5.52  0.234

The net charge is +1. The value obtained for the HOMO energy (alpha / beta) is -10.13 / -10.83 eV. The multiplicity is 4. The value obtained for the HOMO-LUMO gap (alpha / beta) is 7.4 / 5.2 eV.


8.
The following is a quantum chemistry calculation of an isolated ion of composition C6H12BN2O3 and charge +1 at a distorted geometry, from the Open Molecules 2025 dataset.

Last column: natural (NBO) charge in e.
Atoms and positions in Å:
C1 0.74 2.31 0.42  -0.612
C2 1.01 1.62 -0.93  -0.227
N1 0.96 0.19 -0.75  -0.319
C3 1.90 -0.81 -0.51  -0.045
C4 1.16 -1.96 -0.37  -0.031
N2 -0.14 -1.69 -0.53  -0.333
C5 -1.24 -2.55 -0.30  -0.442
C6 -0.21 -0.40 -0.65  0.740
O1 -1.63 0.38 -0.88  -0.657
B1 -2.45 0.37 0.20  1.216
O2 -1.99 0.06 1.41  -0.908
O3 -3.69 0.75 -0.23  -0.854
H1 0.50 3.34 0.16  0.240
H2 1.72 2.39 1.02  0.222
H3 0.02 1.79 0.97  0.215
H4 2.06 2.05 -1.26  0.254
H5 0.18 1.81 -1.58  0.243
H6 3.02 -0.63 -0.45  0.278
H7 1.40 -2.97 -0.18  0.250
H8 -2.13 -1.97 -0.60  0.241
H9 -1.31 -3.50 -0.94  0.263
H10 -1.37 -2.80 0.87  0.251
H11 -2.59 0.32 2.16  0.522
H12 -4.32 0.79 0.47  0.492

The net charge is +1. The value obtained for the HOMO energy is -14.03 eV. The value obtained for the HOMO-LUMO gap is 11.2 eV. Its SMILES is CCn1cc[n+](C)c1OB(O)O.


Result set for energy above the lowest of the compared OMol25 structures with the same formula, charge and spin: 5.5822; 15.3325; 3.0657; 2.1837; 0.5331; 17.6458; 0.8455; 0.0000 eV, one per record in the order listed.